Entry 1:
A 5-piece molecular cluster, C11H18BCl8INO2 overall, computed with wB97M-V/def2-TZVPD.

Cartesian coordinates (Å):
B 1.02626 -0.59895 0.23937
H 3.40608 0.86659 -3.46519
H -0.06418 -2.33796 -1.86181
H 2.67621 3.05915 -8.28888
C 3.58979 1.84212 -3.01765
C 1.83240 -2.47261 1.51142
H -0.15850 0.76600 6.69297
Cl 0.69169 4.08141 -7.53006
H 2.50895 -2.68348 2.42531
Cl 0.73255 2.27081 5.10924
Cl -5.45058 -0.16080 3.24243
Cl 4.61541 2.78642 -4.10104
H 0.79011 -2.84256 1.81188
C -2.98443 -1.31367 0.95238
H 2.35789 -4.48116 0.71986
H -4.78790 1.19627 1.42641
H -4.57275 2.01649 2.99430
C -2.32970 -2.60647 -1.15988
C -0.17748 1.84740 6.56598
N -3.27636 -2.18243 -0.15288
C -0.87869 -2.09081 -1.10725
Cl -6.77584 2.21156 2.18102
Cl -1.85742 2.38234 6.44658
H 3.47243 -3.08598 0.09415
I -1.04549 0.54151 2.86890
C -0.49272 -1.15402 0.07418
H 0.28754 2.32817 7.42534
C 2.23678 3.25245 -7.31150
C -5.23303 1.38332 2.40333
O 1.47689 0.42213 -0.67482
C 2.38558 -3.39451 0.32409
Cl 4.36212 1.61529 -1.44168
H -4.23638 -2.56266 -0.25276
H 1.75422 -3.38959 -0.62661
H 2.90045 3.88856 -6.72755
H -3.80674 -1.01663 1.70458
H -2.59694 -3.32334 -2.01289
Cl 2.02367 1.71528 -6.46422
H 2.64597 2.36683 -2.87675
H 2.42474 0.64754 -0.48802
C -1.54250 -0.74562 1.16253
O 1.91998 -1.04387 1.26844

Summary:
- Net charge: +1
- Frontier orbital gap: 0.288 Eh
- Strongest force on any atom: 4.8 eV/Å
- LUMO level: -0.1748 Ha
- HOMO energy: -12.58 eV
- Electronic energy: -4638.9785 Eh

Löwdin atomic charge list, values in e, 6 entries: -0.59, 0.03, 0.13, 0.03, -1.03, -0.24

***

Entry 2:
A 2-piece molecular cluster, HI3P2 overall, computed with wB97M-V/def2-TZVPD.

Cartesian coordinates (Å):
P 1.08365 -0.37354 0.14082
P -0.53517 1.04705 -0.12500
H 0.26119 2.12610 0.31144
I -1.64139 0.72169 1.99557
I -1.19461 -3.19932 -0.25558
I 2.02633 -0.32199 -2.06725

Summary:
- Frontier orbital gap (alpha / beta): 0.196 / 0.231 Eh
- Energy above the lowest of the compared OMol25 structures with the same formula, charge and spin: 2.103 eV
- Strongest force on any atom: 1.5 eV/Å
- LUMO level (alpha / beta): -0.1192 / -0.1057 Ha
- HOMO energy (alpha / beta): -8.59 / -9.17 eV
- Electronic energy: -1576.3642 Eh

Now the Löwdin charges, all in e: -0.08, -0.10, -0.17, 0.26, -0.18, 0.27

***

Entry 3:
A 2-piece molecular cluster, C8H7NS overall, computed with wB97M-V/def2-TZVPD.

Cartesian coordinates (Å):
H 0.90422 -0.89143 2.01028
H 3.23593 -2.01735 1.26789
C -2.68015 0.28616 0.07282
H -2.36381 1.70581 1.55271
C -2.09057 -0.74064 -0.46431
C 2.46190 -1.50019 0.67943
N -1.65056 -3.18376 -0.56146
S 1.44530 -0.75800 -1.58689
C -1.88812 -2.04153 -0.59567
C 1.14938 -1.14318 0.97655
H -2.45377 2.34485 -0.19696
C 2.73598 -1.36283 -0.66993
H 3.66729 -1.64663 -1.17889
H -3.90458 0.36509 0.01751
H -1.02131 1.38979 0.42728
C -2.01422 1.58914 0.44544
C 0.55566 -0.59283 -0.11402

Summary:
- Frontier orbital gap (alpha / beta): 0.287 / 0.282 Eh
- Energy above the lowest of the compared OMol25 structures with the same formula, charge and spin: 5.151 eV
- Strongest force on any atom: 5.0 eV/Å
- LUMO level (alpha / beta): -0.0419 / -0.0392 Ha
- HOMO energy (alpha / beta): -8.94 / -8.73 eV
- Electronic energy: -761.7427 Eh

Löwdin atomic charge list, values in e, 6 entries: 0.11, 0.11, -0.16, 0.12, -0.03, -0.21

***

Entry 4:
A 2-piece molecular cluster, C6H10O overall, computed with wB97M-V/def2-TZVPD.

Cartesian coordinates (Å):
O 1.66895 -0.43338 0.99389
C 2.02312 -0.00784 -0.36865
C -1.90447 0.04059 0.11697
C 1.36369 -1.23820 -0.04940
H -0.21884 3.09936 0.26646
H -1.38521 -0.41285 0.96685
C 0.87914 -2.43135 -0.31274
H 3.08394 -0.04375 -0.60306
H 1.45801 0.85377 -0.71328
C -1.35792 1.39353 -0.21312
H -2.96338 0.16353 0.37517
H 0.52403 -3.08126 0.47843
H -1.79756 1.85463 -1.09755
H 0.90378 -2.78445 -1.33719
H -0.00567 1.63928 1.39708
H -1.85731 -0.63731 -0.74266
C -0.47890 2.07472 0.51755

Summary:
- Frontier orbital gap: 0.381 Eh
- Structure (SMILES): C=C1CO1.C=CC
- Energy above the lowest of the compared OMol25 structures with the same formula, charge and spin: 2.673 eV
- Strongest force on any atom: 0.3 eV/Å
- LUMO level: 0.0402 Ha
- HOMO energy: -9.27 eV
- Electronic energy: -309.7441 Eh

Löwdin atomic charge list, values in e, 6 entries: 0.02, -0.04, -0.12, -0.39, 0.05, 0.07

***

Entry 5:
A 6-piece molecular cluster, C12H38BrN3O6 overall, computed with wB97M-V/def2-TZVPD.

Cartesian coordinates (Å):
H -0.90616 3.48278 2.67273
H -1.67804 -1.45594 -2.96102
H -2.10954 -2.91996 -3.90743
H 3.14167 -1.29444 -1.97511
H -0.30548 -2.62444 1.42361
H 1.98688 0.78418 0.86945
H 1.88831 -1.48015 -0.68821
H -2.01005 4.78273 0.91858
H -3.18257 2.60331 3.54614
Br -1.24928 2.62392 -1.79074
N 2.72365 1.02598 -0.78587
H 1.71832 -3.71828 -1.95988
C 2.62235 0.41571 2.73857
H 2.73545 2.01047 -1.05579
H 0.19965 -3.67751 0.08958
N -2.39342 -1.53239 0.33013
H 3.26659 1.40450 5.19033
H 3.90044 2.15949 2.57098
C -3.10082 3.26619 2.68474
H -1.57428 1.53422 1.43447
O -3.16154 -2.70360 -2.14242
H 2.66074 -3.15064 -3.38517
H 1.41439 0.38015 -3.92788
C -2.29514 -3.39835 -1.27451
H 3.00166 0.97293 -3.44996
O 1.61097 0.67755 1.77767
H 1.58682 1.96731 -3.20720
H 0.79825 0.58149 -1.40223
H 3.43964 -0.14418 2.28008
H 2.39760 2.46840 3.42722
H -3.22650 -1.54495 -3.79847
C -0.66066 -3.26670 0.61561
H 0.00264 0.95148 1.12367
H -3.93245 3.97266 2.77506
H -1.23950 -4.08148 1.05633
H -1.81157 4.56099 3.71533
H -1.64146 -4.08213 -1.84323
H 0.96638 -3.57786 -3.54435
H -2.93495 -2.07883 0.99500
O -1.78495 5.14535 1.78660
O 3.91284 1.54390 4.49136
H -3.05159 -1.17222 -0.35984
H -2.90768 -4.09166 -0.68608
C 3.18847 1.72738 3.27527
C 1.94239 0.93591 -3.15576
H -1.03732 1.17176 -0.12625
C 1.80592 0.35481 -1.76834
C 1.69237 -3.11539 -2.87300
H -3.52614 3.07221 0.79856
C -1.49249 -2.45858 -0.38046
H 3.66037 0.73382 -1.08125
N -1.00451 0.89573 0.87825
C -2.48767 -2.12780 -3.25319
H -1.26271 -0.11368 0.91793
H 2.16713 -0.13142 3.56494
C 2.08602 -1.13218 -1.70997
C -1.82356 4.08333 2.72744
O -3.20692 2.48552 1.49376
H -0.79781 -1.91115 -1.02332
O 1.27885 -1.79025 -2.65248

Summary:
- Frontier orbital gap: 0.304 Eh
- Energy above the lowest of the compared OMol25 structures with the same formula, charge and spin: 0.000 eV
- Strongest force on any atom: 2.0 eV/Å
- LUMO level: 0.0153 Ha
- HOMO energy: -7.86 eV
- Electronic energy: -3669.7025 Eh

Löwdin atomic charge list, values in e, 6 entries: 0.11, 0.08, 0.09, 0.13, 0.08, 0.03

***

Entry 6:
One molecule with the formula C19H22N2O3, computed with wB97M-V/def2-TZVPD.

Cartesian coordinates (Å):
O 6.88308 -0.02403 0.15106
H -0.51216 -3.46872 1.23583
C 3.54176 -1.36248 -0.35581
C 5.94571 -0.98268 0.04527
C 2.00748 0.45562 -0.70496
C -2.19796 1.80682 -0.22656
N 0.28337 2.04950 -0.05706
C -0.95678 2.71800 -0.38834
H -5.90550 0.28999 -1.33049
C -1.13576 -1.43416 1.07192
H -5.07827 -1.07608 -2.11656
C 3.05865 1.35693 -0.56363
H 0.97345 0.84020 1.48726
C -1.12336 1.34710 1.87529
H 0.57616 1.37350 -1.98022
H -4.11605 -2.78868 -0.92486
C -2.07169 -0.52164 0.58544
C 2.26077 -0.90725 -0.59615
H -5.83593 -1.29055 -0.51231
H -1.08077 0.63240 2.69718
C 4.34086 0.91041 -0.31980
H -1.59841 2.26041 2.25265
C -1.25965 -2.79449 0.84502
H -1.03506 3.58644 0.27141
C 0.61555 0.96066 -0.96513
H -3.07967 2.41869 0.00368
C -5.29102 -0.59253 -1.15654
H -0.90005 3.08180 -1.41674
C 0.29338 1.68253 1.35403
H 7.74544 -0.43373 0.32028
C -3.17830 -1.03514 -0.13374
H 1.44686 -1.61157 -0.69597
C 4.59146 -0.45705 -0.21531
H 2.84921 2.41292 -0.63793
H -2.42418 -4.33311 -0.08458
H 0.69728 2.53007 1.92089
O 6.22162 -2.15225 0.15828
H 5.15507 1.60925 -0.20912
H -2.38896 1.27959 -1.15978
O -4.12214 -0.12054 -0.53911
H 3.75262 -2.41750 -0.26807
N -1.97652 0.83755 0.83078
C -2.32173 -3.27686 0.11099
C -3.27811 -2.39393 -0.37238
H -0.28452 -1.08090 1.63196
H -0.08722 0.11553 -0.91805

Summary:
- Frontier orbital gap: 0.295 Eh
- Structure (SMILES): COc1ccccc1N1CCN(Cc2ccc(C(=O)O)cc2)CC1
- Energy above the lowest of the compared OMol25 structures with the same formula, charge and spin: 1.989 eV
- Strongest force on any atom: 0.7 eV/Å
- LUMO level: 0.0204 Ha
- HOMO energy: -7.47 eV
- Electronic energy: -1072.4394 Eh

Löwdin atomic charge list, values in e, 6 entries: 0.10, 0.10, 0.00, -0.49, -0.21, -0.13